C21H58F2N6O10S2 | ωB97M-V/def2-TZVPD

Summary:
F_max	4.53	eV Å⁻¹
HOMO	0.310	eV
net charge	-2
energy relative to the best compared isomer or geometry (same formula, charge and spin)	0.000	eV

Each line ends with the Löwdin charge.
Element x y z (Å)
N (2.292, 4.241, -1.815)  -0.24
S (1.854, 5.375, -2.810)  0.43
O (0.567, 5.312, -3.450)  -0.32
O (2.859, 6.006, -3.614)  -0.31
F (1.565, 6.501, -1.679)  -0.23
S (2.511, 3.064, -2.940)  0.48
O (3.675, 3.223, -3.753)  -0.29
O (1.318, 2.479, -3.457)  -0.29
F (3.020, 1.947, -1.923)  -0.19
C (0.568, 0.427, 0.149)  -0.46
O (1.771, 0.615, 0.749)  -0.41
H (-0.035, -0.406, 0.617)  0.02
H (-0.052, 1.357, 0.275)  0.02
H (0.705, 0.302, -0.955)  0.03
C (1.994, -1.460, -3.343)  -0.07
C (2.577, -1.911, -2.019)  -0.44
C (3.214, -3.284, -2.096)  -0.26
O (3.727, -3.743, -0.883)  -0.16
C (4.348, -4.978, -1.025)  -0.16
N (3.545, -0.960, -1.441)  0.08
H (2.750, -1.274, -4.119)  0.07
H (1.367, -0.576, -3.231)  0.06
H (1.391, -2.220, -3.865)  0.07
H (1.753, -1.975, -1.298)  0.12
H (3.977, -3.284, -2.907)  0.12
H (2.539, -4.032, -2.559)  0.11
H (4.922, -5.189, -0.120)  0.08
H (5.236, -4.851, -1.685)  0.08
H (3.765, -5.794, -1.462)  0.08
H (3.094, -0.057, -1.606)  0.03
H (4.322, -0.989, -2.107)  0.07
C (-0.123, -5.620, 0.703)  -0.08
C (0.016, -4.205, 0.128)  -0.39
C (-1.306, -3.476, 0.026)  -0.21
O (-1.842, -3.770, -1.252)  -0.18
C (-3.096, -3.184, -1.475)  -0.12
N (0.882, -3.399, 1.041)  0.08
H (-0.242, -5.680, 1.790)  0.06
H (0.745, -6.259, 0.511)  0.07
H (-0.997, -6.109, 0.252)  0.07
H (0.545, -4.331, -0.819)  0.12
H (-1.196, -2.393, 0.170)  0.11
H (-1.955, -3.789, 0.862)  0.13
H (-3.033, -2.094, -1.445)  0.07
H (-3.895, -3.481, -0.770)  0.08
H (-3.476, -3.631, -2.396)  0.08
H (0.200, -3.024, 1.693)  0.02
H (1.401, -4.049, 1.624)  0.06
C (-2.106, 0.997, -2.100)  -0.06
C (-3.075, 1.888, -2.854)  -0.44
C (-2.320, 2.997, -3.577)  -0.21
O (-3.255, 3.912, -4.134)  -0.19
C (-2.575, 4.947, -4.821)  -0.12
N (-3.932, 1.063, -3.711)  0.03
H (-2.671, 0.204, -1.606)  0.06
H (-1.610, 1.500, -1.266)  0.06
H (-1.311, 0.610, -2.740)  0.08
H (-3.704, 2.396, -2.114)  0.13
H (-1.596, 2.592, -4.292)  0.13
H (-1.780, 3.519, -2.778)  0.11
H (-3.320, 5.514, -5.385)  0.07
H (-1.775, 4.635, -5.496)  0.09
H (-2.137, 5.604, -4.062)  0.08
H (-4.633, 1.621, -4.183)  0.05
H (-3.358, 0.652, -4.442)  0.07
C (-2.011, 2.528, 4.212)  -0.07
C (-0.977, 3.047, 3.203)  -0.42
C (-1.544, 4.026, 2.183)  -0.23
O (-0.669, 4.078, 1.090)  -0.15
C (-1.277, 4.703, -0.009)  -0.12
N (0.164, 3.683, 3.901)  0.05
H (-2.792, 1.975, 3.671)  0.07
H (-2.598, 3.400, 4.527)  0.07
H (-1.578, 1.879, 4.964)  0.05
H (-0.508, 2.252, 2.613)  0.13
H (-1.676, 5.007, 2.668)  0.12
H (-2.496, 3.604, 1.829)  0.12
H (-2.191, 4.190, -0.345)  0.08
H (-0.597, 4.540, -0.845)  0.07
H (-1.467, 5.777, 0.087)  0.09
H (-0.260, 4.444, 4.437)  0.06
H (0.463, 3.053, 4.642)  0.04
C (0.913, 0.106, 4.795)  -0.08
C (0.873, -1.401, 4.692)  -0.44
C (-0.374, -1.793, 3.929)  -0.18
O (-0.443, -3.159, 3.524)  -0.24
C (-0.591, -4.039, 4.620)  -0.11
N (2.082, -1.893, 3.996)  0.08
H (1.876, 0.581, 5.032)  0.08
H (0.192, 0.652, 5.404)  0.05
H (0.890, 0.573, 3.794)  0.08
H (0.893, -1.771, 5.732)  0.12
H (-0.441, -1.194, 3.019)  0.13
H (-1.264, -1.590, 4.542)  0.12
H (-1.233, -3.591, 5.394)  0.08
H (0.385, -4.277, 5.046)  0.08
H (-1.221, -4.870, 4.297)  0.08
H (2.028, -2.907, 4.024)  0.05
H (2.840, -1.631, 4.621)  0.07

C21H58F2N6O10S2 | ωB97M-V/def2-TZVPD

Summary:
F_max	5.71	eV Å⁻¹
HOMO	0.835	eV
net charge	-2
energy relative to the best compared isomer or geometry (same formula, charge and spin)	3.597	eV

Each line ends with the Löwdin charge.
Element x y z (Å)
N (-2.043, -0.830, -4.203)  -0.22
S (-1.922, -2.362, -4.492)  0.48
O (-2.171, -3.241, -3.333)  -0.31
O (-1.061, -2.772, -5.614)  -0.34
F (-3.336, -2.494, -5.254)  -0.24
S (-0.391, -0.739, -3.700)  0.55
O (0.638, -0.566, -4.776)  -0.35
O (-0.055, -1.533, -2.527)  -0.30
F (-0.432, 0.699, -3.138)  -0.18
C (-1.848, 0.042, -0.163)  -0.43
O (-2.922, -0.696, -0.658)  -0.43
H (-1.615, 0.874, -0.827)  0.02
H (-2.163, 0.369, 0.827)  0.01
H (-1.034, -0.660, 0.020)  0.01
C (2.352, 5.225, -3.730)  -0.03
C (2.996, 3.844, -3.305)  -0.45
C (2.016, 2.727, -2.918)  -0.20
O (1.011, 3.267, -2.078)  -0.21
C (1.168, 2.828, -0.785)  -0.12
N (3.966, 3.424, -4.245)  0.02
H (1.573, 5.391, -2.986)  0.06
H (1.946, 5.323, -4.736)  0.07
H (3.071, 6.033, -3.595)  0.06
H (3.611, 3.928, -2.409)  0.13
H (2.448, 1.836, -2.462)  0.13
H (1.649, 2.401, -3.892)  0.12
H (0.940, 1.762, -0.778)  0.08
H (0.363, 3.310, -0.230)  0.09
H (2.138, 3.026, -0.329)  0.09
H (3.476, 3.043, -5.042)  0.07
H (4.438, 2.604, -3.891)  0.07
C (-2.201, 0.518, 5.422)  -0.09
C (-2.261, 0.002, 4.001)  -0.44
C (-1.086, -0.937, 3.844)  -0.19
O (-0.961, -1.717, 2.604)  -0.14
C (0.022, -2.696, 2.718)  -0.15
N (-3.473, -0.758, 3.661)  0.07
H (-1.527, 1.361, 5.571)  0.07
H (-2.079, -0.358, 6.059)  0.07
H (-3.126, 0.939, 5.816)  0.06
H (-2.162, 0.848, 3.320)  0.13
H (-1.089, -1.671, 4.651)  0.11
H (-0.139, -0.445, 4.066)  0.11
H (0.567, -2.919, 1.800)  0.07
H (-0.472, -3.614, 3.038)  0.07
H (0.745, -2.596, 3.527)  0.07
H (-3.664, -1.422, 4.398)  0.06
H (-4.165, -0.046, 3.846)  0.06
C (0.776, -4.474, -1.521)  -0.09
C (-0.501, -4.782, -0.799)  -0.38
C (-0.376, -5.440, 0.673)  -0.21
O (-1.509, -5.026, 1.415)  -0.19
C (-1.661, -6.017, 2.472)  -0.12
N (-1.289, -3.559, -0.700)  0.06
H (1.376, -3.723, -1.007)  0.06
H (0.691, -4.189, -2.570)  0.08
H (1.387, -5.376, -1.498)  0.05
H (-1.131, -5.405, -1.434)  0.13
H (0.376, -4.971, 1.307)  0.09
H (-0.019, -6.467, 0.603)  0.10
H (-1.637, -7.020, 2.047)  0.08
H (-2.637, -5.927, 2.948)  0.07
H (-1.052, -5.883, 3.366)  0.07
H (-0.779, -2.694, -0.589)  0.04
H (-1.786, -3.415, -1.568)  0.02
C (5.997, 0.085, 2.689)  -0.05
C (4.614, 0.103, 3.417)  -0.39
C (3.585, -0.738, 2.690)  -0.23
O (3.412, -0.189, 1.364)  -0.20
C (2.325, -0.809, 0.722)  -0.10
N (4.700, -0.673, 4.658)  0.01
H (6.650, -0.778, 2.815)  0.06
H (6.581, 0.845, 3.208)  0.06
H (5.857, 0.146, 1.609)  0.07
H (4.243, 1.100, 3.654)  0.14
H (2.626, -0.733, 3.207)  0.11
H (3.823, -1.799, 2.614)  0.13
H (1.417, -0.295, 1.037)  0.09
H (2.385, -1.888, 0.863)  0.08
H (2.408, -0.572, -0.339)  0.09
H (4.071, -0.194, 5.287)  0.06
H (4.222, -1.557, 4.562)  0.05
C (-3.543, 4.602, 0.017)  -0.11
C (-3.777, 3.875, -1.246)  -0.41
C (-2.446, 3.665, -2.042)  -0.19
O (-2.792, 2.959, -3.228)  -0.16
C (-1.779, 3.087, -4.212)  -0.12
N (-4.438, 2.568, -0.894)  0.07
H (-3.000, 5.541, -0.088)  0.06
H (-2.878, 4.019, 0.654)  0.08
H (-4.474, 4.838, 0.533)  0.07
H (-4.452, 4.350, -1.959)  0.13
H (-1.740, 3.094, -1.438)  0.10
H (-1.853, 4.553, -2.263)  0.11
H (-1.818, 4.100, -4.614)  0.07
H (-1.993, 2.432, -5.057)  0.09
H (-0.746, 3.038, -3.868)  0.06
H (-5.293, 2.850, -0.435)  0.05
H (-3.865, 2.187, -0.155)  0.05

| no. | lowest unoccupied orbital energy (eV) |
| --- | --- |
| 1 | 3.8373 |
| 2 | 3.8797 |